# 1
Molecular formula: C4H10N2
Method: DFT, ωB97M-V with the def2-TZVPD basis set

Positions of all 16 atoms, in Å:
C1 -0.61 0.86 -0.20
C2 -0.18 -2.37 0.18
C3 -0.21 2.55 -1.04
N1 0.61 0.31 -0.37
C4 0.54 -1.16 0.70
N2 1.17 -1.09 1.79
H1 1.37 0.85 0.05
H2 1.32 -2.00 2.26
H3 -0.95 1.13 0.80
H4 -1.39 0.42 -0.83
H5 0.12 -2.55 -0.86
H6 0.04 -3.26 0.77
H7 -1.26 -2.20 0.19
H8 0.33 2.42 -1.97
H9 -1.22 2.94 -1.19
H10 0.34 3.14 -0.30

Output
ΔE to the lowest compared entry with this formula, charge and spin (kJ/mol): 336.25
E_LUMO (Ha): 0.0367

---

# 2
Molecular formula: C48H60AsBaN4O2P2Se2
Method: DFT, ωB97M-V with the def2-TZVPD basis set

Positions of all 120 atoms, in Å:
Ba1 0.08 0.30 -0.41
C1 5.61 4.58 -4.11
C2 4.73 3.49 -3.55
C3 4.85 2.18 -3.92
C4 4.02 1.18 -3.37
C5 4.16 -0.14 -3.82
N1 3.46 -1.15 -3.38
C6 3.54 -2.51 -3.90
C7 2.29 -3.31 -3.56
C8 1.01 -2.63 -4.03
N2 -0.13 -3.53 -3.90
C9 -1.38 -3.25 -4.19
C10 -1.97 -1.98 -4.37
C11 -2.99 -1.86 -5.35
C12 -3.53 -0.66 -5.67
C13 -4.57 -0.49 -6.74
C14 -3.11 0.46 -4.91
C15 -2.22 0.40 -3.86
C16 -2.19 1.61 -3.02
N3 -1.79 1.67 -1.82
C17 -2.01 2.88 -1.03
C18 -1.35 2.87 0.36
C19 0.07 3.48 0.44
N4 1.02 2.84 -0.45
C20 1.90 3.48 -1.09
C21 2.87 2.89 -2.03
C22 3.73 3.80 -2.61
C23 3.00 1.49 -2.39
O1 2.27 0.55 -1.94
C24 -1.57 -0.86 -3.55
O2 -0.78 -1.03 -2.58
H1 6.25 4.20 -4.91
H2 6.26 4.99 -3.33
H3 5.02 5.40 -4.51
H4 5.60 1.89 -4.65
H5 4.89 -0.35 -4.60
H6 2.79 -0.88 -2.64
H7 4.41 -3.02 -3.49
H8 3.66 -2.46 -4.98
H9 2.22 -3.48 -2.48
H10 2.40 -4.29 -4.03
H11 1.08 -2.35 -5.09
H12 0.82 -1.73 -3.45
H13 0.08 -4.50 -3.74
H14 -2.00 -4.13 -4.35
H15 -3.29 -2.76 -5.89
H16 -4.52 -1.30 -7.48
H17 -4.45 0.45 -7.27
H18 -5.58 -0.50 -6.32
H19 -3.58 1.41 -5.13
H20 -2.71 2.47 -3.47
H21 -3.09 2.97 -0.90
H22 -1.65 3.76 -1.57
H23 -1.36 1.86 0.79
H24 -1.98 3.43 1.05
H25 0.44 3.37 1.46
H26 -0.01 4.55 0.20
H27 2.00 4.56 -0.97
H28 3.63 4.84 -2.33
Se1 -0.73 0.71 3.17
P1 1.38 1.06 3.49
Se2 2.61 0.25 1.94
C25 1.68 2.84 3.69
C26 2.73 3.47 3.03
C27 2.93 4.84 3.19
C28 2.08 5.57 4.00
C29 1.03 4.94 4.67
C30 0.83 3.58 4.51
C31 1.88 0.37 5.10
C32 3.14 0.69 5.61
C33 3.56 0.15 6.81
C34 2.73 -0.71 7.51
C35 1.48 -1.03 7.01
C36 1.05 -0.49 5.81
H29 3.38 2.89 2.39
H30 3.75 5.33 2.68
H31 2.23 6.64 4.13
H32 0.37 5.52 5.31
H33 0.01 3.09 5.01
H34 3.79 1.36 5.05
H35 4.54 0.41 7.20
H36 3.06 -1.13 8.46
H37 0.83 -1.70 7.56
H38 0.07 -0.73 5.41
C37 -3.84 -2.58 0.05
As1 -2.70 -1.38 1.10
C38 -2.58 -2.48 2.71
C39 -4.03 -0.01 1.63
C40 -5.20 -0.52 2.41
C41 -6.36 -0.96 1.77
C42 -7.43 -1.46 2.50
C43 -7.35 -1.53 3.89
C44 -6.21 -1.08 4.54
C45 -5.14 -0.58 3.80
H39 -4.75 -2.84 0.57
H40 -3.27 -3.49 -0.16
H41 -4.09 -2.10 -0.90
H42 -3.56 -2.62 3.16
H43 -1.90 -2.01 3.42
H44 -2.19 -3.46 2.42
H45 -4.34 0.45 0.69
H46 -3.47 0.73 2.20
H47 -6.43 -0.89 0.69
H48 -8.32 -1.79 1.99
H49 -8.18 -1.92 4.46
H50 -6.14 -1.12 5.62
H51 -4.25 -0.23 4.31
C46 1.14 -4.89 0.14
P2 1.48 -3.13 0.55
C47 3.32 -3.13 0.46
C48 1.23 -3.21 2.36
H52 1.74 -5.57 0.75
H53 1.37 -5.10 -0.91
H54 0.09 -5.12 0.30
H55 3.74 -3.96 1.03
H56 3.69 -2.19 0.86
H57 3.65 -3.22 -0.58
H58 1.87 -3.96 2.82
H59 0.19 -3.47 2.57
H60 1.44 -2.24 2.80

Output
Charge: +1
ΔE to the lowest compared entry with this formula, charge and spin (kJ/mol): 117.25
E_LUMO (Ha): -0.1115

---

# 3
Molecular formula: C3H4N2O3
Method: DFT, ωB97M-V with the def2-TZVPD basis set

Positions of all 12 atoms, in Å:
C1 0.28 0.11 0.09
C2 -1.91 -0.36 -0.10
C3 0.02 -1.10 0.29
H1 1.19 2.00 -0.51
H2 2.31 0.86 0.81
H3 -1.13 1.75 -0.37
H4 1.97 -1.11 0.08
N1 1.50 0.85 -0.01
N2 -0.97 0.76 -0.08
O1 -3.08 -0.21 -0.04
O2 -1.29 -1.50 0.16
O3 1.10 -2.05 -0.32

Output
ΔE to the lowest compared entry with this formula, charge and spin (kJ/mol): 589.76
E_LUMO (Ha): -0.0169

---

# 4
Molecular formula: C53H50F9GeIrN5OPS2
Method: DFT, ωB97M-V with the def2-TZVPD basis set

Positions of all 123 atoms, in Å:
Ir1 -0.01 -0.43 0.14
N1 2.99 2.87 4.60
C1 2.22 2.06 4.36
C2 1.28 1.03 3.99
C3 0.59 0.26 4.92
C4 -0.30 -0.69 4.45
C5 -0.46 -0.86 3.09
N2 0.23 -0.13 2.19
C6 1.07 0.81 2.63
H1 0.76 0.41 5.98
H2 -0.86 -1.31 5.13
H3 -1.13 -1.61 2.70
H4 1.57 1.41 1.89
N3 -1.91 0.36 0.34
S1 -2.74 0.70 1.70
C7 -4.35 -0.05 1.55
C8 -4.71 -0.80 0.44
C9 -5.97 -1.38 0.41
C10 -6.85 -1.20 1.47
C11 -6.47 -0.44 2.57
C12 -5.22 0.14 2.62
C13 -3.16 2.42 1.69
C14 -3.98 2.96 0.70
C15 -4.27 4.31 0.75
C16 -3.77 5.10 1.78
C17 -2.97 4.55 2.77
C18 -2.65 3.19 2.73
H5 -2.38 0.69 -0.49
H6 -4.02 -0.94 -0.38
H7 -6.28 -1.96 -0.45
H8 -7.83 -1.65 1.44
H9 -7.16 -0.30 3.40
H10 -4.93 0.74 3.47
H11 -4.41 2.32 -0.07
H12 -4.92 4.75 -0.01
H13 -4.02 6.15 1.82
H14 -2.59 5.16 3.57
H15 -2.03 2.75 3.50
F1 5.76 -3.79 4.39
C19 5.21 -4.78 3.67
F2 4.68 -5.67 4.52
F3 6.17 -5.38 2.98
C20 4.13 -4.23 2.76
C21 3.26 -3.27 3.25
C22 2.25 -2.77 2.45
C23 2.12 -3.22 1.13
C24 2.98 -4.20 0.65
C25 3.99 -4.71 1.47
P1 0.75 -2.67 0.08
C26 -0.67 -3.71 0.51
C27 -1.93 -3.18 0.73
C28 -2.98 -4.01 1.08
C29 -2.77 -5.38 1.18
C30 -1.51 -5.92 0.94
C31 -0.46 -5.08 0.61
C32 -3.94 -6.28 1.51
F4 -4.75 -5.69 2.40
F5 -4.66 -6.52 0.41
F6 -3.54 -7.44 2.01
C33 1.19 -3.12 -1.62
C34 0.19 -3.64 -2.44
C35 0.42 -3.83 -3.79
C36 1.65 -3.48 -4.33
C37 2.68 -3.03 -3.52
C38 2.45 -2.85 -2.16
C39 1.82 -3.50 -5.83
F7 1.31 -2.34 -6.33
F8 3.09 -3.57 -6.19
F9 1.15 -4.50 -6.40
H16 3.37 -2.92 4.27
H17 1.58 -2.05 2.86
H18 2.88 -4.60 -0.34
H19 4.66 -5.47 1.09
H20 -2.12 -2.12 0.62
H21 -3.97 -3.61 1.27
H22 -1.36 -6.99 1.03
H23 0.52 -5.51 0.43
H24 -0.78 -3.90 -2.03
H25 -0.36 -4.23 -4.43
H26 3.65 -2.81 -3.94
H27 3.26 -2.50 -1.54
N4 -0.20 -0.53 -4.04
C40 -1.48 -0.95 -3.80
C41 -1.60 -1.00 -2.44
N5 -0.40 -0.61 -1.88
C42 0.42 -0.34 -2.87
H28 0.23 -0.42 -4.95
H29 -2.18 -1.18 -4.58
H30 -2.44 -1.31 -1.85
H31 1.44 0.00 -2.78
C43 2.89 2.98 0.59
Ge1 3.20 1.36 -0.46
C44 4.88 0.57 0.12
C45 3.31 1.57 -2.40
C46 2.05 -0.28 -0.01
H32 3.37 3.82 0.09
H33 3.38 2.87 1.56
H34 1.84 3.22 0.73
H35 5.71 1.25 -0.11
H36 5.11 -0.38 -0.37
H37 4.92 0.41 1.20
H38 4.11 2.29 -2.59
H39 2.42 1.92 -2.90
H40 3.63 0.62 -2.82
H41 2.50 -0.63 0.91
H42 2.45 -0.91 -0.81
C47 -0.83 4.23 -0.40
S2 -0.88 2.67 -1.28
O1 0.27 1.84 -0.70
C48 -0.38 3.22 -2.88
C49 0.81 3.92 -3.07
C50 1.14 4.36 -4.34
C51 0.27 4.12 -5.40
C52 -0.92 3.44 -5.21
C53 -1.25 2.98 -3.94
H43 0.17 4.65 -0.46
H44 -1.12 4.04 0.63
H45 -1.55 4.90 -0.88
H46 1.48 4.11 -2.23
H47 2.06 4.90 -4.50
H48 0.53 4.48 -6.39
H49 -1.59 3.27 -6.04
H50 -2.18 2.45 -3.77

Output
Charge: +3
ΔE to the lowest compared entry with this formula, charge and spin (kJ/mol): 0.00
Spin multiplicity: 2
E_LUMO (spin up / spin down) (Ha): -0.3005 / -0.3700

---

# 5
Molecular formula: C4H4O2
Method: DFT, ωB97M-V with the def2-TZVPD basis set

Positions of all 10 atoms, in Å:
O1 -0.34 2.26 0.56
C1 -0.15 1.13 0.17
C2 -1.01 -0.11 0.06
C3 0.28 -0.96 0.10
O2 0.81 -0.98 -1.14
C4 1.07 0.29 -0.12
H1 -1.50 -0.12 -0.92
H2 -1.66 -0.34 0.89
H3 0.42 -1.75 0.83
H4 2.06 0.58 -0.40

Output
ΔE to the lowest compared entry with this formula, charge and spin (kJ/mol): 271.11
Structure (SMILES): O=C1C[C@H]2O[C@@H]12
E_LUMO (Ha): 0.0157

---

# 6
Molecular formula: CH3Cl2F
Method: DFT, ωB97M-V with the def2-TZVPD basis set

Positions of all 7 atoms, in Å:
Cl1 -1.90 -1.13 2.25
Cl2 -2.50 0.46 3.29
C1 0.90 0.09 -1.09
F1 0.32 1.26 -1.53
H1 1.98 0.13 -1.26
H2 0.71 -0.04 -0.02
H3 0.49 -0.76 -1.64

Output
ΔE to the lowest compared entry with this formula, charge and spin (kJ/mol): 102.11
Structure (SMILES): ClCl.CF
E_LUMO (Ha): -0.0401

---

# 7
Molecular formula: C46H33Cl2IN7O4Ta
Method: DFT, ωB97M-V with the def2-TZVPD basis set

Positions of all 94 atoms, in Å:
Ta1 0.09 -1.14 0.49
C1 -4.56 -1.47 3.68
C2 -4.05 -2.70 3.29
C3 -2.75 -2.79 2.82
C4 -1.97 -1.64 2.73
C5 -2.46 -0.42 3.15
C6 -3.77 -0.33 3.61
N1 -0.59 -1.80 2.27
C7 0.24 -2.29 3.28
C8 -0.07 -2.37 4.64
C9 0.88 -2.86 5.52
C10 2.14 -3.28 5.10
C11 2.47 -3.22 3.76
C12 1.51 -2.73 2.87
N2 1.68 -2.56 1.52
N3 2.73 -2.96 0.98
C13 2.77 -2.66 -0.38
C14 3.81 -3.16 -1.13
C15 3.91 -2.79 -2.46
C16 2.99 -1.89 -2.96
C17 1.96 -1.44 -2.15
N4 1.79 -1.87 -0.89
H1 -5.58 -1.40 4.05
H2 -4.66 -3.59 3.37
H3 -2.33 -3.75 2.54
H4 -1.83 0.46 3.11
H5 -4.15 0.62 3.94
H6 -1.03 -2.05 5.00
H7 0.63 -2.90 6.57
H8 2.86 -3.65 5.82
H9 3.43 -3.54 3.40
H10 4.53 -3.81 -0.64
H11 4.72 -3.17 -3.08
H12 3.06 -1.52 -3.98
H13 1.27 -0.70 -2.52
O1 -1.29 2.52 0.17
C18 -1.22 1.37 -0.09
O2 -1.10 0.36 0.82
C19 -1.34 0.78 -1.47
C20 -1.98 1.49 -2.48
C21 -2.19 0.86 -3.67
C22 -1.78 -0.48 -3.83
C23 -2.02 -1.19 -5.04
C24 -1.63 -2.48 -5.17
C25 -0.97 -3.13 -4.10
C26 -0.72 -2.48 -2.93
C27 -1.12 -1.13 -2.76
N5 -0.89 -0.46 -1.58
H14 -2.29 2.50 -2.28
H15 -2.69 1.36 -4.49
H16 -2.52 -0.67 -5.85
H17 -1.82 -3.02 -6.09
H18 -0.66 -4.16 -4.22
H19 -0.20 -2.99 -2.14
I1 -0.12 -4.88 -0.07
C28 -1.91 -3.82 -0.26
C29 -3.06 -4.53 -0.51
C30 -4.26 -3.84 -0.59
C31 -4.25 -2.47 -0.40
C32 -3.05 -1.84 -0.17
N6 -1.87 -2.49 -0.12
H20 -3.02 -5.61 -0.63
H21 -5.18 -4.37 -0.78
H22 -5.16 -1.89 -0.42
H23 -3.01 -0.78 0.01
Cl1 4.06 5.79 -0.02
C33 3.07 5.93 -1.43
C34 3.23 7.03 -2.25
C35 2.49 7.13 -3.42
C36 1.60 6.13 -3.77
C37 1.43 5.05 -2.91
Cl2 0.32 3.79 -3.37
C38 2.15 4.92 -1.72
N7 2.01 3.80 -0.88
C39 1.58 3.99 0.47
C40 0.82 5.07 0.88
C41 0.42 5.20 2.19
C42 0.78 4.23 3.13
C43 1.55 3.15 2.74
C44 1.97 3.03 1.42
C45 2.84 1.86 0.98
C46 1.88 0.78 0.65
O3 1.27 0.67 -0.44
O4 1.55 -0.10 1.54
H24 3.95 7.79 -1.99
H25 2.62 7.99 -4.07
H26 1.02 6.18 -4.68
H27 1.49 3.06 -1.34
H28 0.53 5.82 0.15
H29 -0.18 6.05 2.50
H30 0.47 4.34 4.16
H31 1.85 2.41 3.46
H32 3.51 1.54 1.77
H33 3.38 2.16 0.08

Output
Charge: +2
ΔE to the lowest compared entry with this formula, charge and spin (kJ/mol): 72.50
E_LUMO (Ha): -0.2715

---

# 8
Molecular formula: C25H30F2HfN4O7S4
Method: DFT, ωB97M-V with the def2-TZVPD basis set

Positions of all 73 atoms, in Å:
Hf1 -1.12 0.21 0.83
O1 1.51 -6.42 2.38
C1 1.07 -5.34 2.13
S1 0.46 -4.98 0.53
C2 0.03 -3.31 0.86
C3 0.35 -2.81 2.15
S2 0.07 -1.24 2.69
S3 1.07 -3.95 3.20
S4 -0.65 -2.33 -0.32
O2 7.12 0.00 1.27
C4 6.23 -0.65 0.43
O3 6.60 -1.52 -0.26
C5 4.82 -0.21 0.50
C6 3.84 -1.19 0.21
C7 2.51 -0.80 0.08
C8 2.13 0.51 0.32
C9 3.10 1.41 0.78
C10 4.43 1.08 0.79
N1 0.85 0.97 0.13
C11 0.75 2.16 -0.48
C12 -0.35 2.96 -0.38
C13 -0.36 4.29 -0.86
C14 -1.44 5.05 -0.65
C15 -2.56 4.49 -0.01
C16 -2.51 3.17 0.40
N2 -1.40 2.44 0.30
H1 6.68 0.61 1.87
H2 4.16 -2.21 0.07
H3 1.77 -1.52 -0.18
H4 2.76 2.39 1.09
H5 5.12 1.87 1.04
H6 1.70 2.55 -0.90
H7 0.55 4.64 -1.37
H8 -1.46 6.12 -0.90
H9 -3.45 5.11 0.12
H10 -3.34 2.70 0.94
C17 -3.42 -0.64 4.31
C18 -3.73 -0.47 2.87
N3 -5.00 -0.23 2.56
O4 -2.88 -0.48 1.95
H11 -4.29 -0.77 4.95
H12 -2.88 0.32 4.56
H13 -2.69 -1.44 4.49
H14 -5.70 -0.28 3.24
H15 -5.22 -0.03 1.57
N4 3.90 -1.38 -3.04
C19 3.83 -2.78 -2.69
C20 2.49 -3.47 -2.95
O5 2.19 -4.53 -2.51
O6 1.64 -2.74 -3.71
H16 4.31 -0.84 -2.29
H17 2.02 -1.84 -3.89
H18 4.48 -1.29 -3.87
H19 4.13 -2.99 -1.62
H20 4.58 -3.43 -3.20
C21 -4.35 0.80 -1.50
C22 -2.96 0.38 -1.97
C23 -2.31 1.43 -2.87
C24 -3.07 -0.98 -2.74
O7 -2.11 0.20 -0.87
H21 -4.97 1.07 -2.34
H22 -4.30 1.63 -0.81
H23 -4.86 -0.04 -1.02
H24 -2.90 1.44 -3.80
H25 -1.25 1.22 -3.09
H26 -2.33 2.49 -2.43
H27 -3.68 -0.84 -3.65
H28 -3.50 -1.79 -2.17
H29 -2.10 -1.34 -3.06
F1 -2.25 2.14 3.40
C25 -1.02 1.52 2.90
F2 -0.16 2.61 2.70
H30 -0.64 1.12 3.81

Output
ΔE to the lowest compared entry with this formula, charge and spin (kJ/mol): 141.46
E_LUMO (spin up / spin down) (Ha): -0.0932 / -0.0932

---

# 9
Molecular formula: CH3BrClN
Method: DFT, ωB97M-V with the def2-TZVPD basis set

Positions of all 7 atoms, in Å:
H1 -0.69 0.65 0.81
N1 0.29 1.02 0.77
C1 0.63 1.11 -0.44
Br1 -0.45 0.75 -2.05
H2 1.61 1.39 -0.65
Cl1 -0.28 -2.92 0.54
H3 -1.11 -2.00 1.02

Output
ΔE to the lowest compared entry with this formula, charge and spin (kJ/mol): 65.41
Structure (SMILES): [H]/N=C\Br.Cl
E_LUMO (Ha): 0.0211

---

What did the eighth record say?
Molecular formula: C25H30F2HfN4O7S4
Method: DFT, ωB97M-V with the def2-TZVPD basis set

Positions of all 73 atoms, in Å:
Hf1 -1.12 0.21 0.83
O1 1.51 -6.42 2.38
C1 1.07 -5.34 2.13
S1 0.46 -4.98 0.53
C2 0.03 -3.31 0.86
C3 0.35 -2.81 2.15
S2 0.07 -1.24 2.69
S3 1.07 -3.95 3.20
S4 -0.65 -2.33 -0.32
O2 7.12 0.00 1.27
C4 6.23 -0.65 0.43
O3 6.60 -1.52 -0.26
C5 4.82 -0.21 0.50
C6 3.84 -1.19 0.21
C7 2.51 -0.80 0.08
C8 2.13 0.51 0.32
C9 3.10 1.41 0.78
C10 4.43 1.08 0.79
N1 0.85 0.97 0.13
C11 0.75 2.16 -0.48
C12 -0.35 2.96 -0.38
C13 -0.36 4.29 -0.86
C14 -1.44 5.05 -0.65
C15 -2.56 4.49 -0.01
C16 -2.51 3.17 0.40
N2 -1.40 2.44 0.30
H1 6.68 0.61 1.87
H2 4.16 -2.21 0.07
H3 1.77 -1.52 -0.18
H4 2.76 2.39 1.09
H5 5.12 1.87 1.04
H6 1.70 2.55 -0.90
H7 0.55 4.64 -1.37
H8 -1.46 6.12 -0.90
H9 -3.45 5.11 0.12
H10 -3.34 2.70 0.94
C17 -3.42 -0.64 4.31
C18 -3.73 -0.47 2.87
N3 -5.00 -0.23 2.56
O4 -2.88 -0.48 1.95
H11 -4.29 -0.77 4.95
H12 -2.88 0.32 4.56
H13 -2.69 -1.44 4.49
H14 -5.70 -0.28 3.24
H15 -5.22 -0.03 1.57
N4 3.90 -1.38 -3.04
C19 3.83 -2.78 -2.69
C20 2.49 -3.47 -2.95
O5 2.19 -4.53 -2.51
O6 1.64 -2.74 -3.71
H16 4.31 -0.84 -2.29
H17 2.02 -1.84 -3.89
H18 4.48 -1.29 -3.87
H19 4.13 -2.99 -1.62
H20 4.58 -3.43 -3.20
C21 -4.35 0.80 -1.50
C22 -2.96 0.38 -1.97
C23 -2.31 1.43 -2.87
C24 -3.07 -0.98 -2.74
O7 -2.11 0.20 -0.87
H21 -4.97 1.07 -2.34
H22 -4.30 1.63 -0.81
H23 -4.86 -0.04 -1.02
H24 -2.90 1.44 -3.80
H25 -1.25 1.22 -3.09
H26 -2.33 2.49 -2.43
H27 -3.68 -0.84 -3.65
H28 -3.50 -1.79 -2.17
H29 -2.10 -1.34 -3.06
F1 -2.25 2.14 3.40
C25 -1.02 1.52 2.90
F2 -0.16 2.61 2.70
H30 -0.64 1.12 3.81

Output
ΔE to the lowest compared entry with this formula, charge and spin (kJ/mol): 141.46
E_LUMO (spin up / spin down) (Ha): -0.0932 / -0.0932

---

> Look up the ΔE to the lowest compared entry with this formula, charge and spin of the seventh one.

72.50 kJ/mol